112
Properties=species:S:1:pos:R:3:lowdin_charge:R:1 method="wB97M-V/def2-TZVPD" charge=+2 e_lumo_ev=-4.26 e_tot_ev=-268005.4616 homo_lumo_gap_ev=8.15
H 5.09947 -0.07852 0.68818 0.09
C 2.01413 3.78767 -3.21166 -0.38
O 1.55288 3.02568 -2.03818 -0.18
C -1.18955 2.86721 -2.22160 -0.17
H -2.98253 1.65310 -5.13761 0.09
H 1.89488 1.31963 1.87757 0.04
C -3.22247 4.46454 1.30955 -0.02
H -0.91144 2.34158 -3.13868 0.09
H -0.83336 0.78180 3.87979 0.06
C 1.79999 2.92401 -4.43155 -0.03
H 2.61173 -6.03642 -1.88863 0.07
S -1.91165 -2.22903 0.14964 0.72
H 1.54517 5.73359 -2.38954 0.07
C 1.65720 -4.87123 2.22026 -0.26
H 1.67043 -8.23757 1.77052 0.11
H 2.58509 -0.28088 4.41995 0.07
H -5.49888 3.39058 -2.11344 0.09
C 2.41547 0.64871 3.87480 -0.16
C -3.21898 -2.49916 -0.89190 -0.83
H 1.20345 4.41490 2.81669 0.10
C 3.35395 -4.24276 -0.89369 -0.32
H 1.80218 5.68941 -4.13131 0.11
C 3.40604 -5.73522 -1.20392 -0.15
H 0.29479 5.08222 -3.46921 0.08
H 5.32334 -1.81500 1.08520 0.10
H -3.56758 2.11045 2.78493 0.10
C -0.94126 -0.28923 3.67413 -0.37
H 4.35289 -5.99087 -1.67852 0.08
H -2.72328 3.34588 -4.65245 0.08
O 0.38129 1.73103 -0.30018 -0.30
O 0.06221 4.26410 -0.36207 -0.17
H 0.99168 -6.17905 0.64665 0.08
S 3.65714 0.41571 -1.82661 0.76
H -4.26255 4.72283 1.11676 0.10
H -1.06501 -5.44735 -0.22729 0.06
P -2.56509 1.96705 -1.48814 0.52
C 5.01368 -1.10247 0.32633 -0.06
H -4.26517 -1.83826 -2.53545 0.13
H 3.08105 3.88584 -3.00534 0.15
C 0.48671 4.17551 2.03014 -0.03
C -0.81993 -1.07969 4.97408 -0.16
H -1.47162 -5.64516 -1.92973 0.07
H -1.04560 -2.13519 4.81757 0.07
H -3.60168 1.00306 1.40856 0.07
C 1.36944 5.14935 -3.28935 -0.02
C 2.03652 0.38386 2.41914 -0.34
C 1.84388 -7.28498 2.25222 -0.06
C -0.64525 -5.50552 -1.23274 -0.17
H -0.56779 -3.41513 -1.67638 -0.02
C 0.13407 -4.24676 -1.58924 -0.38
H -5.13553 1.64435 -3.82772 0.15
C -4.89417 3.60255 -2.99210 -0.04
C 2.44320 -7.23413 3.50123 -0.07
H 1.73125 6.54355 1.45267 0.10
H 0.18232 -1.01481 5.40024 0.07
Ga -0.57801 0.07373 0.22867 0.27
H -1.89590 2.79533 1.04235 0.11
H 1.63456 1.19954 4.40148 0.06
C 2.27975 -4.83600 3.47081 -0.04
Ge 1.56578 -3.58155 -0.39103 0.83
H 2.32833 3.36070 -5.27834 0.10
H -1.51908 3.87424 -2.48351 0.09
H 2.48881 -3.88315 3.93769 0.11
N -4.00194 -3.55794 -0.69107 0.13
C 1.01217 4.67813 0.70337 -0.39
C 1.10764 6.18409 0.63503 -0.02
C 2.66468 -6.00474 4.10483 -0.06
H 3.63410 -3.67316 -1.78407 0.07
H 3.15056 -5.95598 5.06958 0.11
H 5.59484 -1.21827 -0.58733 0.09
H 4.06692 -3.97477 -0.11479 0.07
O 3.63078 -1.41086 0.06568 -0.29
P 0.28604 2.95228 -1.18228 0.50
H 0.61234 -4.35206 -2.56706 0.07
H 2.84045 -0.15607 1.91342 0.04
C 1.46583 -6.11276 1.61653 -0.06
H 3.31949 -6.33554 -0.30005 0.06
H 0.34732 3.09542 2.02047 0.06
H -0.45621 4.66463 2.27612 0.08
O -2.06598 0.69290 -0.84153 -0.30
H -2.92461 -0.86134 -2.03451 0.06
H 1.54949 6.52146 -0.29926 0.07
H 2.74834 -8.14523 3.99666 0.11
H -4.79186 -3.77061 -1.27808 0.13
C 3.01672 -0.75882 -0.90844 -1.22
H -3.79545 -4.17216 0.07815 0.11
H 0.74376 2.86553 -4.70182 0.08
H 2.19020 1.92349 -4.25813 0.07
C -3.47265 2.57203 -4.82057 -0.03
H -1.51658 -0.71176 5.72671 0.08
H 0.11950 6.62996 0.74142 0.10
H -0.03208 -6.40458 -1.29063 0.07
H -5.52747 4.08286 -3.73800 0.11
C 0.72898 -2.63144 2.32511 -0.22
Ge 0.38723 -0.71505 2.25175 0.80
C -4.33059 2.34215 -3.59808 -0.37
H 0.52592 -2.94215 3.35032 0.06
H -4.86003 2.23815 1.58874 0.10
O -3.55172 1.55511 -2.60177 -0.15
N -3.48774 -1.68535 -1.91456 0.14
S 1.39308 -1.41052 -1.15760 0.69
C -2.96390 3.02155 0.94948 -0.40
H -2.57818 5.13224 0.73963 0.08
C 1.24604 -3.60304 1.55949 -0.31
H -3.02981 4.61395 2.37153 0.10
H 1.97260 4.21304 0.46026 0.15
H 3.33330 1.23372 3.94656 0.07
O -3.30357 2.89567 -0.48886 -0.15
C -3.79957 2.02784 1.72305 -0.02
H -4.11111 4.31225 -2.72033 0.08
H -4.10915 2.91023 -5.63739 0.10
H -1.93949 -0.43270 3.25160 0.05

=====

122
Properties=species:S:1:pos:R:3:mulliken_spin:R:1 method="wB97M-V/def2-TZVPD" multiplicity=3 charge=0 e_above_lowest_kj_mol=248.7 e_lumo_ev="0.01 / 0.01" e_tot_ev=-323951.4926 homo_lumo_gap_ev="7.89 / 7.82"
S 0.64124 4.82338 -0.23610 0.00
C -4.37577 -4.61156 1.70884 0.00
O 2.81886 1.19827 -1.72605 0.02
H 1.03049 -1.07331 1.26117 0.00
H -2.16075 -0.86015 1.85415 0.00
C -3.06172 0.05507 -1.62248 0.00
H -5.23237 0.59962 0.86520 0.00
H 5.39013 -0.79185 2.90379 0.00
S -2.73383 1.76776 -1.15654 0.02
H -1.25359 5.47422 1.10056 0.00
H -2.26209 -0.61227 -1.29226 0.00
H -2.44933 1.45023 -6.49961 0.00
C -2.29053 -1.78252 3.80808 0.00
C -0.74487 -5.54583 -2.54523 0.00
H 2.85724 5.20398 0.67816 0.00
H -2.27686 0.95929 1.07913 0.00
C -0.63458 4.57973 1.03815 0.00
H -1.66029 -6.16663 1.06464 0.00
H -1.25965 -3.30269 1.18301 0.00
C 4.28576 -2.18351 -1.16210 0.00
C -1.48505 1.86053 -6.19879 0.00
C -3.13998 1.40676 0.58559 0.00
O -3.17664 -5.02483 4.01619 0.00
C 4.85098 0.10605 3.19713 0.00
H -3.28306 -2.88940 2.18731 0.00
O 4.33043 3.51445 3.60498 0.00
H -1.29224 0.97012 -4.24407 0.00
O 3.71845 2.96464 1.15091 0.00
H -3.12970 -0.02060 -2.70752 0.00
H -0.18976 4.65641 -4.70871 0.00
C -2.04270 -4.01316 0.92970 0.00
H -2.08181 3.98549 -6.40684 0.00
H 3.17649 -0.33146 2.00737 0.00
C -1.60758 3.31086 -5.69330 0.00
H 0.75370 6.35470 2.46575 0.00
Ni 0.76080 1.48980 -1.26707 1.73
H -5.17413 0.16096 -1.38641 0.00
H 3.67605 -0.63704 -4.13764 0.00
H 1.40356 -1.67498 -0.95327 0.01
H 2.46800 1.71323 4.08315 0.00
O 0.21050 -0.34748 -1.96815 0.10
H -1.35028 -5.84257 -3.39952 0.00
H -2.05095 -4.22891 -0.13967 0.00
H 4.94243 -2.84677 -0.59970 0.00
C 4.31863 -0.78192 -0.55958 0.00
S 4.06311 2.60018 2.51158 0.00
H 0.46173 -3.85149 -2.02722 0.00
O 0.43153 -1.82836 4.14560 0.00
H -0.67785 -0.85715 0.97112 0.00
H 6.29099 1.72924 2.90919 0.00
C -4.32304 -0.31464 -0.89072 0.00
C -2.21604 0.62399 3.26558 0.00
H 3.50674 -0.58915 0.14020 0.00
O 0.56974 2.32857 -3.15892 0.02
H 1.86409 1.64444 2.44965 0.00
C -2.74270 -0.75410 2.77393 0.00
C 2.73992 1.43414 3.06229 0.00
C -0.76936 0.53961 3.75177 0.00
Br 0.62154 -3.95814 -4.54735 0.00
H -2.28616 1.42116 2.52531 0.00
H -2.26523 3.40118 -4.82429 0.00
C -1.83990 -5.31495 1.72356 0.00
C -3.45425 -3.47413 1.27367 0.00
H 5.72403 1.30388 1.42891 0.00
C 1.29962 5.42396 2.26945 0.00
H -3.32390 2.36022 1.07945 0.00
C 3.36661 0.04839 3.02114 0.00
H -2.97089 -2.00858 4.62504 0.00
H -4.51589 -1.38219 -0.97813 0.00
O 1.13095 3.51734 -0.63746 0.01
H -3.93690 -2.73265 0.64057 0.00
H -5.25619 -4.26853 2.24929 0.00
H 2.89622 -0.72094 3.63462 0.00
S 3.95957 0.35395 -1.98097 0.01
C 0.31914 -0.53018 0.62115 -0.02
O -3.68134 -7.06228 2.59116 0.00
H 0.33986 3.97709 -6.25299 0.00
H 0.74289 3.33087 2.15877 0.00
C -4.23465 0.34583 0.50213 0.00
H -1.30200 3.78220 0.72092 0.00
H -1.07878 -3.42287 -2.76021 0.00
O 5.20151 0.94018 -2.49393 0.00
H 5.28722 -0.48335 -0.16431 0.00
C 3.53834 -0.99189 -3.12016 0.00
H 1.90466 6.68857 0.62030 0.00
H -3.97797 -0.36112 1.30037 0.00
C -0.26091 -4.14087 -2.78644 0.00
H -0.00585 0.56740 2.97361 0.00
H -0.93260 -5.35330 2.32808 0.00
H -0.43385 1.18750 4.56010 0.00
S -3.30569 -5.66685 2.73267 0.00
H -4.75893 -5.21133 0.88089 0.00
H -0.27877 0.13809 -5.37163 0.00
O 0.49757 0.85550 0.70372 0.09
C 5.37129 1.34260 2.46237 0.00
H -0.92290 1.82844 -7.13808 0.00
H -2.03032 -2.75750 3.39240 0.00
H -2.80393 0.94130 4.13203 0.00
C 0.44113 -1.15110 -0.81278 -0.04
H -3.81706 -0.68442 2.63210 0.00
C -0.69650 1.11712 -5.14799 0.00
H -0.25764 -1.99741 -0.92428 0.02
Br 0.80037 -6.76300 -2.37588 0.00
H -0.25818 4.32623 3.19943 0.00
H 5.48820 -1.94417 -2.92660 0.00
H 4.03619 -3.01867 -3.14435 0.00
C -0.19231 3.76083 -5.32657 0.00
S 0.64672 2.30514 -4.59323 0.01
H 5.00002 0.28877 4.26683 0.00
C 4.43990 -2.11862 -2.68019 0.00
H 2.52406 -1.33206 -2.89497 0.00
O -1.12828 -0.96732 5.94706 0.00
O -1.31286 2.04999 -1.27563 0.02
O 1.87336 2.05998 -5.32249 0.00
H -1.35530 -5.58427 -1.64576 0.00
H 3.28245 -2.55994 -0.93872 0.00
O 0.09763 5.74422 -1.20484 0.00
C 0.27363 4.31340 2.24563 0.00
H 2.01058 5.39620 3.09437 0.00
S -0.76741 -1.11608 4.55307 0.00
C 1.87432 5.63055 0.87148 0.00
O -3.77873 2.58930 -1.75780 0.00